[1]
{
  "formula": "C44H37GeN3O7S6Tc",
  "method": "wB97M-V/def2-TZVPD",
  "molar_mass_g_mol": 1082.81,
  "de_lowest_kj_mol": 0.0,
  "charge": -1,
  "homo_lumo_gap_ha": [0.2276, 0.2292],
  "largest_force_ev_per_a": 1.0,
  "elements": ["Tc", "O", "C", "S", "C", "C", "S", "S", "S", "C", "O", "C", "C", "C", "C", "C", "C", "N", "C", "N", "C", "C", "C", "C", "C", "C", "O", "C", "N", "C", "C", "C", "C", "C", "C", "O", "C", "H", "H", "H", "H", "H", "H", "H", "H", "H", "H", "H", "H", "H", "H", "H", "H", "H", "H", "H", "H", "H", "H", "O", "S", "O", "O", "S", "C", "Ge", "C", "C", "C", "C", "C", "C", "C", "C", "C", "C", "C", "C", "C", "C", "C", "C", "C", "C", "H", "H", "H", "H", "H", "H", "H", "H", "H", "H", "H", "H", "H", "H", "H"],
  "coordinates": [[0.089, 0.179, 0.359], [0.168, 7.090, 0.204], [0.205, 5.882, 0.251], [0.292, 4.841, -1.172], [0.290, 3.313, -0.308], [0.242, 3.355, 1.046], [0.328, 1.977, 2.057], [0.149, 4.955, 1.761], [0.453, 1.834, -1.189], [-6.705, 1.046, -0.495], [-7.178, -0.230, -0.921], [-6.509, -1.393, -0.671], [-7.287, -2.531, -0.884], [-6.779, -3.801, -0.698], [-5.470, -3.958, -0.257], [-4.695, -2.838, -0.029], [-5.178, -1.545, -0.260], [-4.312, -0.429, -0.085], [-2.949, -0.476, -0.308], [-2.602, -1.145, -1.403], [-1.328, -1.524, -1.887], [-0.122, -1.154, -1.302], [1.008, -1.674, -1.980], [0.944, -2.456, -3.114], [-0.288, -2.805, -3.663], [-1.416, -2.338, -3.031], [-2.698, -2.608, -3.451], [-2.842, -3.531, -4.508], [-2.112, 0.220, 0.427], [-2.710, 0.874, 1.559], [-2.879, 2.251, 1.523], [-3.406, 2.944, 2.604], [-3.777, 2.248, 3.743], [-3.663, 0.863, 3.784], [-3.154, 0.171, 2.689], [-3.103, -1.184, 2.624], [-3.091, -1.909, 3.847], [-7.501, 1.745, -0.738], [-5.799, 1.348, -1.009], [-6.547, 1.071, 0.588], [-8.307, -2.375, -1.217], [-7.404, -4.664, -0.890], [-5.054, -4.943, -0.082], [-3.679, -2.943, 0.336], [-4.561, 0.210, 0.650], [-3.364, -1.557, -1.919], [1.992, -1.473, -1.594], [1.861, -2.814, -3.570], [-0.346, -3.425, -4.547], [-3.910, -3.675, -4.650], [-2.377, -4.488, -4.261], [-2.403, -3.151, -5.433], [-2.558, 2.776, 0.630], [-3.489, 4.024, 2.563], [-4.166, 2.777, 4.605], [-3.973, 0.318, 4.666], [-2.757, -2.913, 3.601], [-4.090, -1.955, 4.287], [-2.390, -1.469, 4.559], [2.357, -1.623, 0.983], [1.252, -2.730, 1.607], [0.855, -3.557, 0.509], [2.017, -3.336, 2.661], [-0.135, -1.461, 2.243], [1.924, -0.423, 0.529], [3.680, 0.501, 0.155], [4.378, -0.185, -1.538], [5.523, -0.981, -1.564], [6.030, -1.455, -2.769], [5.398, -1.133, -3.962], [4.256, -0.341, -3.950], [3.748, 0.128, -2.747], [3.613, 2.445, 0.031], [3.208, 3.204, 1.132], [3.202, 4.592, 1.074], [3.595, 5.241, -0.090], [4.010, 4.499, -1.187], [4.024, 3.110, -1.125], [4.961, 0.110, 1.593], [5.074, -1.114, 2.261], [6.003, -1.279, 3.283], [6.836, -0.231, 3.654], [6.744, 0.986, 2.992], [5.814, 1.152, 1.974], [6.020, -1.233, -0.632], [6.917, -2.078, -2.774], [5.793, -1.503, -4.902], [3.755, -0.094, -4.880], [2.844, 0.729, -2.745], [2.886, 2.708, 2.043], [2.877, 5.165, 1.934], [3.568, 6.323, -0.141], [4.322, 5.000, -2.096], [4.360, 2.545, -1.987], [4.439, -1.947, 2.000], [6.066, -2.232, 3.795], [7.553, -0.361, 4.456], [7.390, 1.810, 3.274], [5.749, 2.109, 1.467]]
}

[2]
{
  "formula": "C44H38AsF3N3O2Pd",
  "method": "wB97M-V/def2-TZVPD",
  "molar_mass_g_mol": 879.14,
  "de_lowest_kj_mol": 187.6,
  "charge": 1,
  "homo_lumo_gap_ha": [0.2595, 0.2544],
  "largest_force_ev_per_a": 1.1,
  "elements": ["Pd", "F", "C", "F", "F", "C", "C", "C", "C", "C", "C", "C", "C", "H", "H", "H", "H", "C", "N", "N", "C", "O", "C", "C", "C", "C", "C", "C", "C", "C", "C", "H", "H", "H", "H", "H", "H", "H", "H", "H", "H", "H", "H", "O", "As", "C", "C", "C", "C", "C", "C", "C", "C", "C", "C", "C", "C", "C", "C", "C", "C", "C", "C", "H", "H", "H", "H", "H", "H", "H", "H", "H", "H", "H", "H", "H", "H", "H", "N", "C", "C", "C", "C", "C", "C", "H", "H", "H", "H", "H", "H", "H"],
  "coordinates": [[0.567, -0.643, -0.222], [9.789, 0.504, -1.805], [8.852, 0.887, -2.685], [8.967, 2.219, -2.843], [9.164, 0.328, -3.870], [7.465, 0.506, -2.246], [6.383, 0.985, -2.976], [5.098, 0.663, -2.588], [4.879, -0.141, -1.467], [5.973, -0.634, -0.757], [7.263, -0.309, -1.145], [3.540, -0.420, -1.027], [2.390, -0.687, -0.740], [6.551, 1.610, -3.843], [4.251, 1.030, -3.151], [5.805, -1.270, 0.101], [8.109, -0.687, -0.589], [-0.357, -3.546, 5.608], [0.276, -3.178, 4.352], [0.355, -1.861, 3.935], [0.575, -1.830, 2.581], [0.770, -0.742, 1.980], [0.574, -3.181, 2.148], [0.368, -3.961, 3.255], [0.234, -5.438, 3.366], [0.525, -0.784, 4.847], [1.432, -0.895, 5.892], [1.608, 0.177, 6.752], [0.899, 1.353, 6.554], [0.003, 1.454, 5.499], [-0.196, 0.383, 4.643], [-0.515, -2.650, 6.200], [0.290, -4.222, 6.164], [-1.321, -4.023, 5.427], [0.739, -3.517, 1.138], [0.487, -5.904, 2.418], [-0.789, -5.720, 3.622], [0.894, -5.835, 4.137], [1.999, -1.807, 6.023], [2.312, 0.097, 7.569], [1.048, 2.192, 7.219], [-0.554, 2.369, 5.348], [-0.897, 0.441, 3.822], [-1.531, -0.919, -0.446], [-2.613, -0.429, -1.626], [-3.734, 0.984, -1.005], [-5.113, 0.829, -0.914], [-5.892, 1.886, -0.464], [-5.294, 3.087, -0.116], [-3.917, 3.241, -0.216], [-3.132, 2.192, -0.660], [-1.750, 0.226, -3.200], [-2.540, 0.729, -4.232], [-1.940, 1.233, -5.374], [-0.556, 1.235, -5.488], [0.230, 0.738, -4.460], [-0.368, 0.236, -3.313], [-3.708, -1.918, -2.086], [-3.734, -2.423, -3.380], [-4.508, -3.540, -3.664], [-5.245, -4.146, -2.659], [-5.206, -3.650, -1.362], [-4.434, -2.537, -1.070], [-5.584, -0.102, -1.201], [-6.965, 1.770, -0.389], [-5.904, 3.911, 0.231], [-3.452, 4.183, 0.045], [-2.058, 2.324, -0.741], [-3.621, 0.739, -4.145], [-2.551, 1.627, -6.175], [-0.091, 1.624, -6.383], [1.308, 0.730, -4.551], [0.268, -0.156, -2.522], [-3.156, -1.954, -4.167], [-4.531, -3.937, -4.670], [-5.851, -5.013, -2.885], [-5.775, -4.133, -0.580], [-4.393, -2.159, -0.055], [1.092, 1.562, 0.238], [0.470, 2.782, -0.127], [-0.403, 3.413, 0.751], [-1.008, 4.604, 0.380], [-0.764, 5.161, -0.867], [0.100, 4.518, -1.744], [0.719, 3.334, -1.378], [1.077, 1.380, 1.238], [2.048, 1.470, -0.093], [-0.590, 2.982, 1.727], [-1.671, 5.103, 1.076], [-1.233, 6.093, -1.150], [0.299, 4.945, -2.718], [1.399, 2.835, -2.058]]
}

[3]
{
  "formula": "C44H38BrCrF4N4OP2S",
  "method": "wB97M-V/def2-TZVPD",
  "multiplicity": 2,
  "s_squared": 0.77,
  "molar_mass_g_mol": 940.72,
  "charge": 2,
  "homo_lumo_gap_ha": [0.2427, 0.2637],
  "largest_force_ev_per_a": 0.5,
  "elements": ["Cr", "F", "C", "C", "F", "C", "F", "C", "P", "C", "C", "C", "C", "C", "C", "C", "C", "C", "C", "C", "C", "C", "Br", "C", "F", "H", "H", "H", "H", "H", "H", "H", "H", "H", "H", "C", "C", "C", "C", "C", "C", "P", "C", "C", "C", "C", "C", "C", "C", "C", "C", "C", "C", "C", "C", "C", "C", "C", "H", "H", "H", "H", "H", "H", "H", "H", "H", "H", "H", "H", "H", "H", "H", "H", "N", "N", "C", "N", "S", "H", "H", "H", "H", "H", "C", "N", "C", "C", "O", "H", "H", "H", "H", "H", "H", "H"],
  "coordinates": [[0.402, 0.011, -0.093], [1.007, 2.813, 6.514], [0.713, 2.696, 5.237], [0.302, 3.791, 4.508], [0.214, 4.971, 5.090], [-0.004, 3.657, 3.167], [-0.305, 4.797, 2.548], [0.052, 2.436, 2.493], [-0.423, 2.221, 0.704], [-2.250, 2.443, 0.627], [-3.007, 1.574, -0.166], [-4.381, 1.747, -0.304], [-5.027, 2.777, 0.360], [-4.289, 3.648, 1.151], [-2.917, 3.493, 1.273], [0.274, 3.727, -0.032], [1.600, 4.054, 0.257], [2.162, 5.205, -0.270], [1.411, 6.022, -1.110], [0.101, 5.687, -1.413], [-0.471, 4.542, -0.870], [0.555, 1.377, 3.250], [1.042, -0.289, 2.482], [0.859, 1.485, 4.591], [1.334, 0.450, 5.276], [-2.528, 0.770, -0.705], [-4.941, 1.081, -0.951], [-6.096, 2.912, 0.251], [-4.779, 4.465, 1.664], [-2.377, 4.215, 1.859], [2.182, 3.426, 0.922], [3.183, 5.475, -0.020], [1.846, 6.927, -1.518], [-0.486, 6.323, -2.063], [-1.501, 4.297, -1.101], [4.964, -4.241, -1.840], [4.685, -2.935, -2.225], [3.494, -2.338, -1.835], [2.570, -3.038, -1.052], [2.848, -4.355, -0.690], [4.044, -4.948, -1.080], [0.951, -2.266, -0.712], [0.146, -3.436, 0.433], [-1.028, -4.114, 0.125], [-1.607, -4.968, 1.059], [-1.021, -5.147, 2.304], [0.154, -4.473, 2.620], [0.732, -3.623, 1.687], [0.107, -2.361, -2.304], [0.031, -3.491, -3.077], [-0.596, -3.447, -4.338], [-1.102, -2.265, -4.805], [-1.000, -1.076, -4.044], [-1.459, 0.170, -4.545], [-1.284, 1.316, -3.827], [-0.660, 1.269, -2.558], [-0.253, 0.083, -1.985], [-0.394, -1.121, -2.765], [5.891, -4.711, -2.146], [5.386, -2.390, -2.848], [3.255, -1.339, -2.176], [2.143, -4.924, -0.099], [4.253, -5.971, -0.790], [-1.484, -3.987, -0.848], [-2.517, -5.501, 0.808], [-1.468, -5.824, 3.023], [0.627, -4.623, 3.584], [1.666, -3.121, 1.932], [0.456, -4.425, -2.726], [-0.659, -4.344, -4.940], [-1.568, -2.219, -5.784], [-1.926, 0.203, -5.524], [-1.611, 2.269, -4.227], [-0.506, 2.213, -2.047], [3.911, -0.547, 0.908], [4.447, 0.602, 0.336], [3.803, 1.319, -0.587], [4.478, 2.341, -1.109], [2.244, 1.039, -1.261], [4.095, -0.530, 1.902], [4.345, -1.366, 0.496], [5.402, 0.846, 0.554], [5.449, 2.514, -0.905], [4.035, 2.891, -1.827], [-3.908, -1.755, 0.305], [-3.313, -1.204, 1.526], [-4.173, -1.095, 2.703], [-2.086, -0.758, 1.548], [-1.315, -0.827, 0.558], [-4.562, -2.581, 0.575], [-3.127, -2.106, -0.360], [-4.496, -0.985, -0.197], [-4.461, -2.088, 3.044], [-5.069, -0.532, 2.446], [-3.648, -0.579, 3.503], [-1.767, -0.331, 2.498]]
}

[4]
{
  "formula": "C44H38F6KN8O7PS3",
  "method": "wB97M-V/def2-TZVPD",
  "molar_mass_g_mol": 1071.10,
  "de_lowest_kj_mol": 74.5,
  "charge": -2,
  "homo_lumo_gap_ha": 0.2362,
  "largest_force_ev_per_a": 1.2,
  "elements": ["K", "C", "C", "C", "C", "N", "C", "N", "C", "N", "C", "N", "C", "C", "C", "C", "C", "N", "C", "C", "C", "C", "C", "C", "H", "H", "H", "H", "H", "H", "H", "H", "H", "H", "H", "H", "O", "S", "O", "O", "C", "C", "C", "C", "C", "C", "P", "C", "C", "C", "C", "C", "C", "C", "C", "C", "C", "C", "C", "H", "H", "H", "H", "H", "H", "H", "H", "H", "H", "H", "H", "H", "H", "C", "C", "N", "C", "C", "N", "C", "C", "H", "H", "H", "H", "H", "H", "H", "H", "H", "H", "H", "H", "F", "C", "F", "F", "S", "O", "O", "N", "S", "O", "O", "C", "F", "F", "F"],
  "coordinates": [[-1.376, 0.612, -0.050], [-2.167, -2.004, 4.203], [-1.588, -3.206, 3.808], [-1.793, -3.656, 2.522], [-2.560, -2.880, 1.628], [-3.142, -1.744, 2.025], [-2.940, -1.329, 3.271], [-2.741, -3.400, 0.362], [-3.099, -2.697, -0.672], [-3.253, -1.363, -0.853], [-3.781, -1.168, -2.092], [-4.273, -0.126, -2.686], [-4.316, 1.159, -2.190], [-5.212, 2.028, -2.851], [-5.286, 3.349, -2.475], [-4.459, 3.807, -1.453], [-3.604, 2.896, -0.862], [-3.539, 1.606, -1.196], [-3.843, -2.469, -2.831], [-4.217, -2.796, -4.118], [-4.135, -4.135, -4.492], [-3.702, -5.106, -3.591], [-3.338, -4.764, -2.291], [-3.413, -3.431, -1.938], [-2.027, -1.599, 5.197], [-0.984, -3.784, 4.499], [-1.381, -4.592, 2.169], [-3.409, -0.386, 3.530], [-5.807, 1.623, -3.657], [-5.968, 4.024, -2.980], [-4.462, 4.839, -1.130], [-2.934, 3.220, -0.070], [-4.550, -2.025, -4.802], [-4.407, -4.431, -5.499], [-3.644, -6.140, -3.913], [-3.000, -5.503, -1.575], [-2.716, 3.258, 2.938], [-1.544, 2.554, 2.457], [-0.864, 3.192, 1.332], [-1.744, 1.125, 2.243], [-0.345, 2.637, 3.790], [-0.739, 3.166, 5.011], [0.158, 3.234, 6.064], [1.455, 2.770, 5.893], [1.845, 2.245, 4.670], [0.956, 2.171, 3.597], [1.474, 1.508, 1.949], [2.504, 2.897, 1.340], [3.708, 3.318, 1.903], [4.414, 4.371, 1.344], [3.921, 5.017, 0.215], [2.722, 4.612, -0.347], [2.013, 3.558, 0.216], [2.697, 0.250, 2.485], [3.840, -0.023, 1.731], [4.634, -1.127, 2.016], [4.301, -1.978, 3.059], [3.160, -1.724, 3.808], [2.362, -0.628, 3.518], [-1.757, 3.519, 5.106], [-0.154, 3.647, 7.016], [2.167, 2.815, 6.709], [2.856, 1.873, 4.554], [4.106, 2.812, 2.775], [5.354, 4.684, 1.784], [4.482, 5.830, -0.231], [2.341, 5.089, -1.241], [1.081, 3.234, -0.228], [4.101, 0.620, 0.900], [5.510, -1.325, 1.410], [4.915, -2.844, 3.274], [2.874, -2.394, 4.610], [1.456, -0.461, 4.090], [1.234, -2.782, 0.526], [2.364, -3.732, 0.047], [2.606, -3.554, -1.387], [2.958, -2.149, -1.624], [1.799, -1.222, -1.172], [0.710, -2.014, -0.602], [0.207, -2.943, -1.620], [1.364, -3.852, -2.113], [1.601, -2.081, 1.277], [0.407, -3.336, 0.968], [2.103, -4.781, 0.219], [3.299, -3.530, 0.576], [3.168, -2.024, -2.689], [3.880, -1.933, -1.076], [1.407, -0.658, -2.016], [2.131, -0.507, -0.416], [-0.219, -2.355, -2.433], [-0.595, -3.527, -1.171], [1.556, -3.709, -3.180], [1.131, -4.910, -1.959], [-2.496, 1.503, -4.774], [-1.448, 2.182, -4.315], [-1.891, 3.232, -3.631], [-0.760, 2.634, -5.373], [-0.377, 1.078, -3.235], [-0.401, 1.711, -1.946], [-0.956, -0.225, -3.342], [1.015, 1.064, -3.975], [1.997, 2.290, -4.049], [2.558, 2.408, -5.363], [1.558, 3.479, -3.374], [3.438, 1.688, -3.057], [4.402, 2.619, -3.054], [3.952, 0.566, -3.580], [3.101, 1.436, -1.795]]
}